13
Properties=species:S:1:pos:R:3 method="wB97M-V/def2-TZVPD" molar_mass_g_mol=127.1 homo_lumo_gap_ev="9.56 / 8.19" e_above_lowest_ev=4.0876 multiplicity=1 lumo_energy_ev="0.0 / -0.8" charge=0 max_force_ev_per_a=4.4
C 1.45036 -0.07188 -1.91590
C 0.43371 0.92479 0.50271
N -1.87614 -0.41639 1.64170
O -1.13464 -0.85357 -0.67487
O 0.32918 -1.62122 1.07434
F 1.45511 0.99938 1.44897
S -0.54445 -0.64243 0.57714
H 1.88935 0.70633 -2.60709
H 1.79719 -0.77134 -1.23281
H 0.43262 -0.27115 -2.23557
H 0.04432 1.91479 0.09011
H -1.60071 0.20580 2.31652
H -2.67592 -0.10310 1.01474

12
Properties=species:S:1:pos:R:3 method="wB97M-V/def2-TZVPD" molar_mass_g_mol=146.5 homo_lumo_gap_ev=10.12 e_above_lowest_ev=1.1108 multiplicity=1 lumo_energy_ev=-5.3 charge=+1 max_force_ev_per_a=1.8
F 1.02877 0.99740 0.56465
Zn 1.79349 0.92377 -1.02407
O 2.25873 -0.09370 -2.35472
H 3.13269 -0.19505 -2.73036
C -1.85004 -0.22097 0.08091
O -1.14371 0.38709 1.16772
C 0.08453 0.00736 1.40072
H -1.65238 -1.30086 0.06157
H -2.91189 -0.02898 0.25426
H -1.54921 0.24007 -0.86780
H 0.41912 0.26513 2.40704
H 0.38991 -0.98126 1.04007

11
Properties=species:S:1:pos:R:3 method="wB97M-V/def2-TZVPD" molar_mass_g_mol=96.0 homo_lumo_gap_ev=9.96 e_above_lowest_ev=3.6109 smiles=OC[C@@H](F)P multiplicity=1 lumo_energy_ev=0.7 charge=0 max_force_ev_per_a=3.2
O -0.77260 -0.42193 -1.27163
C -0.29012 -1.09482 -0.12974
C 0.38786 -0.10205 0.77131
F 1.73768 -0.04853 0.58762
P -0.35410 1.96749 0.28793
H -1.20996 -1.05422 -1.85187
H 0.44146 -1.86562 -0.41224
H -1.11792 -1.56719 0.41763
H 0.19084 -0.23035 1.83449
H 0.15212 1.90273 -1.00703
H 0.83474 2.51450 0.77353

14
Properties=species:S:1:pos:R:3 method="wB97M-V/def2-TZVPD" molar_mass_g_mol=358.9 homo_lumo_gap_ev=8.05 e_above_lowest_ev=1.1754 multiplicity=1 lumo_energy_ev=-4.6 charge=+1 max_force_ev_per_a=3.6
C 1.67271 1.10622 0.05981
C -0.39159 -0.05391 -0.21045
N 1.01428 -0.06000 -0.15606
N -0.95629 0.36929 1.10851
O 1.15227 2.19761 0.14503
P -1.13170 -1.74847 -0.83292
I 3.78564 1.12189 -0.27666
I 1.95853 -1.83680 0.14541
H -0.74630 0.69542 -0.90338
H -1.89013 0.61198 0.97383
H -0.31404 0.99533 1.49811
H -0.90429 -0.48111 1.65121
H -2.56993 -1.41678 -1.17107
H -0.67916 -1.50067 -2.03137